# C15H35N5O5

A cluster of 5 separate species, C15H35N5O5 in total (ωB97M-V/def2-TZVPD, the Open Molecules 2025 dataset).

The geometry in XYZ format:
```
60
Properties=species:S:1:pos:R:3
C -2.41007 0.82263 -1.84706
C -2.11367 0.01632 -0.60375
O -2.85448 0.02631 0.36858
N -1.03313 -0.81743 -0.61734
C 0.02151 -0.96736 -1.58961
H -3.40396 0.49214 -2.15255
H -1.69891 0.58528 -2.63887
H -2.43133 1.89808 -1.70280
H -1.01415 -1.40145 0.20410
H -0.36511 -1.24934 -2.57321
H 0.66577 -1.80180 -1.31178
H 0.64858 -0.07724 -1.64926
C 3.65334 0.69349 -1.15817
C 3.82976 -0.75144 -1.55214
O 3.91185 -1.63890 -0.72346
N 3.84214 -1.01115 -2.88598
C 4.07213 -2.34699 -3.40011
H 3.92005 1.41789 -1.91714
H 4.24203 0.84678 -0.25190
H 2.62540 0.78465 -0.80690
H 3.72800 -0.24223 -3.52118
H 5.04390 -2.73465 -3.10480
H 3.97700 -2.31504 -4.48479
H 3.29851 -3.03388 -3.05017
C -3.93573 -3.75248 5.92886
C -3.40500 -2.85046 4.83669
O -3.14390 -1.67901 5.05584
N -3.15229 -3.46312 3.65228
C -2.60296 -2.79300 2.48959
H -4.93735 -3.43713 6.20416
H -3.27312 -3.64207 6.78579
H -3.89716 -4.80539 5.64606
H -3.29032 -4.45636 3.62751
H -2.84000 -1.73643 2.44739
H -2.95252 -3.30214 1.59068
H -1.51229 -2.92265 2.47256
C 1.72320 1.57159 2.09076
C 0.24440 1.84942 2.09193
O -0.25513 2.78810 1.47787
N -0.54996 0.95578 2.71807
C -0.21527 -0.07504 3.68075
H 2.16184 1.84109 3.05973
H 2.21761 2.19639 1.35495
H 1.93262 0.51169 1.94392
H -1.53270 1.16641 2.61853
H 0.65158 0.21793 4.28152
H -0.00383 -1.01001 3.16537
H -1.01979 -0.12090 4.40966
C -0.14137 3.89228 -1.63161
C 0.59886 3.20885 -2.75751
O 1.49087 2.40839 -2.56368
N 0.14816 3.49319 -4.01128
C 0.66576 2.78915 -5.17237
H 0.42498 4.61670 -1.05137
H -0.38647 3.10939 -0.90993
H -1.05830 4.35788 -1.99324
H -0.72188 3.97953 -4.13118
H 1.75224 2.78910 -5.14008
H 0.37869 3.33815 -6.06836
H 0.28133 1.77051 -5.22958
```

Results
net charge	0
orbital gap	9.6	eV
energy relative to the best compared isomer or geometry (same formula, charge and spin)	0.0000	eV
strongest force on any atom	0.0187	Eh/bohr
total energy	-1242.6013	hartree
E_LUMO	0.573	eV
SMILES	CNC(C)=O.CNC(C)=O.CNC(C)=O.CNC(C)=O.CNC(C)=O

Löwdin atomic charge list, values in e, 4 entries: atom 1 (C): 0.015, atom 2 (C): -0.534, atom 3 (O): 0.020, atom 4 (N): 0.022

# C15H35O6PS3Si

A cluster of 4 separate species, C15H35O6PS3Si in total (ωB97M-V/def2-TZVPD, the Open Molecules 2025 dataset).

The geometry in XYZ format:
```
61
Properties=species:S:1:pos:R:3
C 3.19017 1.38893 -1.03441
C 2.39522 1.50503 0.27174
P 0.62994 0.93381 0.30062
C 0.71437 -0.68101 -0.62473
Si -0.25716 2.19730 -1.33075
H 3.92060 2.19388 -1.12544
H 3.74027 0.44888 -1.08780
H 2.54028 1.43491 -1.91036
H 2.35452 2.54775 0.60022
H 2.90084 0.96269 1.07572
H 1.69636 -0.82998 -1.07125
H 0.50714 -1.49771 0.06647
H -0.03085 -0.71414 -1.42057
H -1.71124 1.98579 -1.24787
H 0.20381 1.79642 -2.68440
H 0.06915 3.62659 -1.10716
C -6.67413 1.51834 -1.28284
C -6.98092 0.16372 -1.93611
C -5.84104 -0.13545 -2.91424
S -4.38361 0.68511 -2.24076
O -3.97114 1.71533 -3.16012
O -3.43129 -0.29437 -1.78296
C -5.21464 1.44919 -0.84962
H -7.32893 1.71674 -0.43560
H -6.80764 2.32505 -2.00654
H -7.02090 -0.61013 -1.16720
H -7.94199 0.16937 -2.44812
H -5.61039 -1.19301 -3.01292
H -6.01129 0.30195 -3.89615
H -4.74191 2.41152 -0.66767
H -5.07234 0.79265 0.00851
C 1.13924 -4.39997 -1.70550
C 2.40076 -3.58393 -2.01638
C 3.49823 -4.57427 -2.41543
S 2.64771 -5.98364 -3.15033
O 2.86866 -7.14031 -2.31922
O 2.91878 -6.05128 -4.56278
C 0.98450 -5.37953 -2.86270
H 0.26234 -3.76190 -1.60460
H 1.26558 -4.94817 -0.76954
H 2.19662 -2.90199 -2.84443
H 2.70888 -2.98123 -1.16363
H 4.19665 -4.18672 -3.15272
H 4.04178 -4.95981 -1.55492
H 0.34928 -6.23750 -2.65607
H 0.66197 -4.88178 -3.77699
C 2.67355 2.99883 6.29501
C 2.92052 3.96043 5.12454
C 2.55621 3.21130 3.83992
S 1.27093 2.03224 4.30051
O 1.78569 0.69920 4.11086
O 0.01060 2.41960 3.72734
C 1.29227 2.40126 6.05617
H 2.72440 3.50898 7.25592
H 3.42450 2.20607 6.29595
H 2.28252 4.83950 5.23399
H 3.95323 4.30484 5.09445
H 2.15465 3.84851 3.05579
H 3.38722 2.62456 3.45259
H 1.09343 1.47726 6.59376
H 0.49805 3.12430 6.24072
```

Results
net charge	0
orbital gap	8.7	eV
energy relative to the best compared isomer or geometry (same formula, charge and spin)	0.0000	eV
strongest force on any atom	0.0033	Eh/bohr
total energy	-2869.3182	hartree
E_LUMO	0.633	eV
SMILES	O=S1(=O)CCCC1.O=S1(=O)CCCC1.O=S1(=O)CCCC1.CCP(C)[SiH3]

Löwdin atomic charge list, values in e, 4 entries: atom 1 (C): -0.175, atom 2 (C): -0.517, atom 3 (P): 0.715, atom 4 (C): -0.367

# C15H35OS5SbW

A structure of composition C15H35OS5SbW (ωB97M-V/def2-TZVPD, the Open Molecules 2025 dataset).

The geometry in XYZ format:
```
58
Properties=species:S:1:pos:R:3
W 0.17151 -1.03929 -0.26797
S 0.16601 -1.36258 -2.53674
S 0.53925 0.44192 -3.44594
S -0.46604 1.79869 -2.28790
S -0.02182 1.28198 -0.34745
C 2.37549 2.78439 3.51577
C 3.00528 1.46943 3.97716
C 2.09418 0.26205 3.74225
S 1.93267 -0.02381 1.95801
O 0.60904 -0.85048 1.81016
C 3.22832 -1.30928 1.69656
C 4.26898 -0.89376 0.65703
C 3.69813 -0.66565 -0.73800
H 3.07525 3.60835 3.63915
H 1.48932 3.01393 4.10879
H 2.08758 2.74739 2.46313
H 3.20467 1.52347 5.04748
H 3.96997 1.31074 3.48595
H 1.07423 0.46779 4.07420
H 2.45813 -0.65151 4.20937
H 2.66872 -2.19522 1.38454
H 3.70038 -1.51286 2.65660
H 5.01980 -1.68302 0.60534
H 4.78029 0.00935 0.99710
H 3.25593 -1.58771 -1.13255
H 4.48805 -0.37476 -1.42959
H 2.96976 0.14972 -0.74313
C -2.80039 -4.72150 -0.33276
C -1.90711 -3.52257 -0.62036
C -0.41676 -3.84757 -0.42526
Sb -2.26402 -1.69756 0.55158
C -2.43059 -2.27422 2.68724
C -1.34415 -3.29909 2.98333
C -3.82846 -2.77299 3.00521
C -3.89048 -0.55764 -0.42202
C -3.69182 -0.68893 -1.92488
C -5.25413 -1.03152 0.05329
H -2.59103 -5.52111 -1.04727
H -3.85230 -4.45754 -0.43888
H -2.64349 -5.11803 0.67095
H -2.06637 -3.18533 -1.64596
H -0.25615 -4.47202 0.45222
H 0.24469 -2.94080 -0.27181
H -0.00709 -4.36087 -1.29583
H -2.22703 -1.33426 3.20126
H -1.58072 -4.26249 2.52977
H -1.29665 -3.45422 4.06345
H -0.36152 -2.96343 2.65468
H -4.11098 -3.63325 2.39676
H -4.58135 -1.99520 2.88585
H -3.84726 -3.09361 4.04979
H -3.70479 0.46709 -0.09673
H -3.98266 -1.68100 -2.27470
H -2.66384 -0.48798 -2.22853
H -4.33127 0.03660 -2.43150
H -5.40655 -2.09344 -0.14611
H -6.02575 -0.47908 -0.48688
H -5.39985 -0.84811 1.11726
```

Results
net charge	+2
orbital gap (alpha / beta)	6.1 / 6.1	eV
energy relative to the best compared isomer or geometry (same formula, charge and spin)	3.1871	eV
strongest force on any atom	0.0612	Eh/bohr
total energy	-2965.4002	hartree
E_LUMO (alpha / beta)	-8.097 / -8.097	eV

Löwdin atomic charge list, values in e, 4 entries: atom 1 (W): 0.543, atom 2 (S): 0.118, atom 3 (S): 0.092, atom 4 (S): 0.082

# C15H36AuN3Si

A structure of composition C15H36AuN3Si (ωB97M-V/def2-TZVPD, the Open Molecules 2025 dataset).

The geometry in XYZ format:
```
56
Properties=species:S:1:pos:R:3
Au 0.95479 -0.23547 -0.04217
C 1.30899 2.50443 1.72053
C 1.08419 1.29943 2.68543
N 1.78489 0.09253 2.29483
C 3.23899 0.12793 2.38313
C 3.88469 -0.58787 1.18773
N 3.28769 -0.22957 -0.10347
C 3.69199 1.05273 -0.69137
C 3.10529 2.28223 0.02263
N 1.68439 2.14663 0.35863
H 0.37229 3.06403 1.70463
H 2.06389 3.17013 2.14473
H 1.36949 1.63333 3.69073
H 0.01889 1.05653 2.69823
H 1.42009 -0.70827 2.79573
H 3.56819 1.16253 2.42783
H 3.59879 -0.36427 3.29493
H 4.96089 -0.38357 1.19703
H 3.74369 -1.66437 1.31513
H 3.57399 -0.94557 -0.76567
H 4.78409 1.16573 -0.70287
H 3.34449 1.03873 -1.72927
H 3.67199 2.47373 0.93323
H 3.26619 3.14183 -0.63617
H 1.11409 2.65283 -0.30607
C -2.50601 0.54233 0.99923
Si -1.40561 -0.26197 -0.34257
C -1.94881 -2.50107 0.02533
C -1.40911 -3.21627 -1.16867
C -1.19351 -2.74317 1.29463
C -3.43121 -2.55227 0.18013
C -1.91581 0.51253 -2.14447
C -1.35701 1.92873 -2.05537
C -1.28011 -0.20047 -3.32427
C -3.42751 0.55103 -2.26737
H -3.56671 0.41383 0.78343
H -2.31941 1.61243 1.07603
H -2.33091 0.11633 1.98543
H -0.35591 -3.00877 -1.34317
H -1.97721 -3.00557 -2.06967
H -1.49071 -4.29227 -0.99117
H -0.11721 -2.66427 1.16193
H -1.40891 -3.76107 1.62493
H -1.50531 -2.08507 2.10073
H -3.96991 -2.14777 -0.67177
H -3.77181 -2.07217 1.09183
H -3.72441 -3.60417 0.24563
H -0.27031 1.92753 -2.09057
H -1.68171 2.44923 -1.15937
H -1.72201 2.49563 -2.91077
H -0.20361 -0.30987 -3.20687
H -1.44841 0.39373 -4.22487
H -1.71441 -1.17877 -3.50597
H -3.87061 1.23293 -1.54637
H -3.88291 -0.43017 -2.16067
H -3.68981 0.91253 -3.26327
```

Results
net charge	+2
orbital gap (alpha / beta)	9.6 / 5.7	eV
multiplicity	3
strongest force on any atom	0.0211	Eh/bohr
total energy	-1181.9594	hartree
E_LUMO (alpha / beta)	-5.397 / -9.578	eV

Löwdin atomic charge list, values in e, 4 entries: atom 1 (Au): 0.841, atom 2 (C): -0.172, atom 3 (C): -0.190, atom 4 (N): -0.115

What is the strongest force on any atom in the first record? 0.0187 Eh/bohr